The following is a DFT calculation (ωB97M-V/def2-TZVPD) of a cluster of 3 separate species, C24H44F4NO17P2S in total in a non-equilibrium geometry.

Results
LUMO energy = 0.05616 Ha
frontier orbital gap = 7.0518 eV
total charge = -1
multiplicity = 1
HOMO = -5.5236 eV

```
93
Properties=species:S:1:pos:R:3:forces:R:3
H -2.9101 2.8760 -2.9062 -0.152 -0.226 -0.133
P -4.4569 0.9629 -3.2033 -0.624 0.479 -0.426
H 2.4815 0.1284 -0.8183 -0.270 -0.053 0.014
H 10.5943 -2.6359 0.1621 0.047 -0.050 -0.088
C 6.2280 1.0690 -0.5871 -0.012 0.339 -0.204
O -4.2192 1.6589 -0.2537 -0.118 -1.098 0.086
C -6.2171 -3.8850 4.2397 0.161 -0.145 0.040
F -4.4981 2.7316 2.5963 0.045 -1.024 0.663
H 7.1539 0.6602 -0.9938 0.207 -0.261 0.191
O -5.0932 -0.4212 1.6792 -0.254 0.457 -0.199
H -0.0562 -1.9120 -2.8786 0.110 -0.147 -0.118
H -7.4039 -1.4696 3.7335 0.038 -0.039 -0.045
H 4.0574 -0.6186 -2.2821 0.070 -0.193 -0.294
H -5.6034 -2.6550 5.9022 0.001 -0.080 0.012
H 1.3379 0.2265 1.3430 0.337 0.136 -0.011
C 1.9170 -1.7231 0.5796 -0.367 0.163 -0.215
H -3.3347 3.9436 0.1847 0.017 -0.063 0.205
O 5.2084 0.8652 -1.5450 -0.027 -0.086 -0.149
C -2.2308 5.8194 -2.4330 -0.322 1.468 0.176
H -2.5586 0.7045 -4.0798 0.252 0.094 -0.091
H 11.0780 -3.9628 -1.8492 0.000 0.028 0.045
H -1.7861 3.8929 -0.6361 0.177 -0.093 0.082
H 10.5643 -3.4354 -3.4439 0.023 0.098 -0.046
C -2.5915 -0.9303 -0.6788 0.170 -0.300 -0.975
F -3.0613 1.7446 3.9303 -0.972 0.006 -0.318
H -1.0274 0.9031 1.4617 -0.074 0.338 0.155
H 11.8974 -2.5990 -2.6308 -0.006 0.039 -0.001
H -6.8542 -3.8213 3.3556 -0.008 0.105 0.001
O -2.0704 1.3927 -1.4313 0.102 -0.443 -0.366
O 8.9252 -1.4364 0.0676 0.112 -0.083 -0.014
H -2.6359 -1.4855 0.2470 0.056 0.002 0.324
O 6.8809 -2.2514 -0.4111 -0.015 -0.159 0.118
C -3.2210 1.1457 0.5251 0.271 1.434 -0.186
H -0.0082 -0.5688 -1.7686 -0.006 0.145 0.219
O -0.2903 -0.7706 0.6148 0.223 -0.083 -0.151
C 4.5090 -0.3541 -1.3357 -0.257 0.359 0.477
O 8.6428 -2.7087 -1.7408 0.030 0.134 0.045
C -7.5941 -4.5175 5.9024 0.077 0.146 -0.070
H -0.1074 1.2028 -0.0226 0.131 0.050 -0.139
O -2.8323 -0.6253 2.5331 0.613 0.506 0.173
H 7.0521 2.9794 -1.1073 0.078 0.173 -0.129
C -0.8210 0.5333 0.4605 0.050 -0.659 -0.184
H 3.6552 0.7372 0.3158 0.188 0.200 0.072
C -6.6356 -1.3957 4.5036 -0.540 -0.125 0.236
H -4.1367 5.0071 -2.1630 -0.155 -0.168 -0.148
C 8.0313 -2.1452 -0.6687 0.098 -0.007 -0.066
H 5.9983 0.5653 0.3476 -0.102 -0.245 0.142
C -3.2724 5.1902 -1.5192 0.538 -0.185 -0.134
C -6.4216 -2.7231 5.1794 -0.073 0.315 -0.236
O -6.6628 -4.9945 5.0414 -0.014 0.080 -0.108
H -4.7608 3.0469 -1.8543 0.124 -0.008 -0.276
F -5.1933 1.1798 4.0108 0.849 0.479 -0.601
H -1.3963 -2.6426 -1.1405 0.079 -0.155 0.172
C -2.8626 3.9113 -0.7966 -0.176 -0.368 0.226
C -0.6600 -1.1344 -2.4177 0.112 -0.236 -0.549
O -7.5966 -3.1640 5.8980 0.124 -0.116 0.025
H 10.9190 -0.9444 -0.2867 -0.153 0.111 0.067
H -5.7179 -1.0655 4.0400 0.141 -0.018 -0.103
H -1.7514 4.4456 -3.7746 0.089 -0.196 -0.147
H 5.1611 -1.1497 -0.9803 -0.009 0.027 -0.156
O -5.1674 1.7714 -4.2142 -0.072 0.477 -0.084
C -1.7972 -1.7886 -1.6780 0.153 0.240 0.671
H -2.7769 2.0328 1.0047 0.596 -0.311 0.432
F -2.6937 -2.3371 -2.5938 -0.158 -0.200 -0.297
H 1.8856 -2.6972 1.0515 0.381 -0.216 0.143
H 1.5435 -1.8582 -0.4357 -0.087 0.010 -0.200
H -5.3922 -0.9780 -2.9750 -0.063 -0.256 -0.039
S -3.8331 0.2117 1.9355 -0.993 -1.268 -0.112
C 0.9475 -0.7871 1.3023 -0.156 -0.010 -0.075
C -4.1880 1.5550 3.1971 0.420 0.806 0.084
H -6.9656 -0.6462 5.2231 0.126 0.002 0.040
C 9.9546 -2.1265 -1.8533 0.261 -0.224 -0.113
H -0.8743 4.3289 -2.4045 -0.197 -0.337 0.006
C 10.9339 -3.0855 -2.4810 -0.177 -0.258 0.001
H -1.0184 -0.4984 -3.2129 -0.138 0.220 -0.046
H 0.8053 -1.1258 2.3278 -0.157 0.051 0.202
O -5.5085 -0.1095 -2.5786 0.865 -0.425 -0.002
H -5.1839 -4.0196 3.9318 0.007 -0.160 0.102
H 5.4782 3.0874 -0.3605 -0.253 -0.033 0.114
C 10.2326 -1.7783 -0.4104 0.003 0.196 0.067
O -8.3070 -5.1953 6.5668 -0.124 -0.135 0.131
H 6.8980 2.7098 0.6222 0.110 0.071 0.168
O -2.2593 7.0223 -2.6473 0.134 -1.393 0.028
C -2.1101 0.4811 -0.3866 -0.818 0.393 1.969
N -1.2587 4.9831 -3.0718 0.076 0.617 -0.017
O -3.2954 0.1002 -3.9647 -0.404 -0.560 0.467
P -3.5161 2.3497 -1.7051 -0.402 1.610 -0.295
H -3.6131 -0.8708 -1.0434 -0.165 0.128 -0.161
O 3.2430 -1.2506 0.5460 -0.055 -0.236 0.018
H 9.8631 -1.2232 -2.4630 -0.028 0.041 0.050
C 6.4188 2.5497 -0.3377 0.181 0.033 -0.229
H -3.5921 5.9395 -0.8084 -0.028 0.351 0.043
C 3.4050 -0.1243 -0.2991 0.128 -0.022 0.046
```
Forces are in eV/Å.

Löwdin atomic charge list, values in e, 5 entries:
1 H 0.007
2 P 0.396
3 H 0.120
4 H 0.138
5 C -0.287

---

The following is a DFT calculation (ωB97M-V/def2-TZVPD) of a cluster of 15 separate species, H30O15 in total in a non-equilibrium geometry.

Results
LUMO energy = -0.00043 Ha
frontier orbital gap = 10.5070 eV
multiplicity = 1
HOMO = -10.5187 eV

```
45
Properties=species:S:1:pos:R:3:forces:R:3
H -2.0676 -2.0185 1.4198 0.176 -0.204 0.128
O 2.7144 1.8905 2.5338 0.819 -0.445 -1.999
O 0.0784 1.4595 3.2178 -0.209 -1.366 0.080
H -1.8446 1.9825 0.0278 -0.115 0.524 -0.304
O -0.1146 1.1575 -2.2042 1.292 3.102 -1.043
H -2.5596 2.1705 -3.2562 -0.681 -0.223 0.573
H -0.2186 2.9465 -0.9182 -0.727 0.197 0.561
H -3.4666 -2.2715 0.8128 -0.303 -0.301 0.153
H -2.1136 -1.0395 -0.8212 -0.042 0.458 1.124
H -2.6126 1.3935 -1.9712 0.313 -0.764 0.725
H -1.0256 -2.7355 -0.8292 -0.637 0.581 0.257
H 2.4004 -0.7245 3.4768 -0.080 -0.244 0.251
O -0.1336 -2.3045 1.9358 -0.079 -1.643 1.178
H 2.9894 0.4765 -0.0822 0.639 -0.254 -0.134
H -0.1956 -3.9855 -0.6822 -0.012 -2.670 1.452
H 3.0884 -0.5135 -3.5352 1.299 -1.160 -1.621
H -0.1136 2.3735 3.2488 -0.132 1.694 0.140
O -2.4016 1.1935 0.1628 0.417 -0.063 -1.314
H -2.5566 1.2085 1.0798 -0.644 -0.305 1.798
O -2.7626 -1.6305 0.8748 0.175 0.227 -0.138
H 1.3764 -2.3365 -1.1402 -2.954 -1.306 0.065
H 2.6114 -2.0255 -0.3732 0.419 0.014 0.533
O 2.1924 -1.9215 -1.2192 2.590 1.277 -0.493
O -0.2456 -3.1865 -1.1192 0.748 1.874 -1.767
H 2.3214 -0.4425 -2.3532 -0.511 0.084 0.834
H 0.0224 -1.4625 1.5238 -0.209 1.509 -1.287
O 2.6414 0.1345 -3.0472 -0.714 1.197 0.562
O -0.9806 3.3395 -0.4222 1.606 -0.379 -0.055
O 2.2754 1.1005 -0.0292 -0.478 0.313 -0.127
H -0.5186 0.3425 -2.2602 -1.670 -3.250 0.238
O 2.0414 -0.8545 2.5988 0.656 0.110 -0.491
H -1.4986 3.7365 -1.1112 -0.657 0.325 -0.537
H 2.6164 2.1345 3.4238 -0.453 0.383 1.681
H -2.8096 -1.5075 -2.0362 0.363 0.519 -0.355
O -2.0806 -0.9215 -1.7672 -0.448 -0.834 -0.962
H 2.3854 1.5555 0.8178 0.177 0.261 -0.379
O -0.0496 -0.2055 0.3628 -0.400 -1.080 0.749
H 0.8164 0.0045 0.0248 0.912 0.703 -0.325
H 0.0404 1.3415 -3.1512 0.385 0.130 0.723
H 1.3634 -1.5405 2.6218 -0.084 0.289 0.715
H 0.6214 -2.8495 1.6938 -0.296 -0.308 -0.283
H -0.6056 1.1275 2.6288 0.160 -0.382 -0.176
H 2.2174 1.0705 2.3798 -0.223 0.029 0.811
H -0.6736 0.4115 -0.0102 -0.570 0.335 -0.101
O -3.1666 1.9255 -2.5262 0.184 1.048 -1.442
```
Forces are in eV/Å.

natural (NBO) atomic charge list, values in e, 5 entries:
1 H 0.503
2 O -0.984
3 O -0.941
4 H 0.492
5 O -0.967

---

The following is a DFT calculation (ωB97M-V/def2-TZVPD) of the ion C3H8NO with charge -2 in a non-equilibrium geometry.

Results
LUMO energy (alpha / beta) = 0.26687 / 0.26546 Ha
frontier orbital gap (alpha / beta) = 2.8440 / 7.2482 eV
total charge = -2
multiplicity = 2
HOMO (alpha / beta) = 4.4178 / -0.0246 eV
expectation value of S² = 0.75

```
13
Properties=species:S:1:pos:R:3:forces:R:3
H 0.8877 -0.4274 -2.5479 0.248 -0.271 1.765
C -1.1950 0.6951 1.5180 0.494 -1.717 -1.737
O 1.5082 -2.2166 -1.6828 -0.100 0.819 0.004
H -1.1930 -0.3702 1.8268 -0.233 0.347 0.070
H -0.5329 1.1599 2.1943 0.146 0.912 1.455
C -0.2095 0.6785 0.1592 1.115 0.828 2.109
H 2.0987 -0.2227 -0.9516 -0.935 -1.175 -1.816
H -2.2946 1.0333 1.5739 1.622 -0.051 -0.587
H 0.8495 1.2500 0.4837 -2.791 -1.062 -0.932
H -0.7982 1.3383 -0.4931 0.526 -0.201 -0.810
N 0.2246 -0.6683 -0.2319 -0.956 -0.424 -1.324
C 1.2505 -0.9490 -1.5299 0.169 1.379 1.931
H -0.5960 -1.3010 -0.3187 0.693 0.614 -0.128
```
Forces are in eV/Å.

natural (NBO) atomic charge list, values in e, 5 entries:
1 H 0.035
2 C -1.356
3 O -0.908
4 H 0.177
5 H 0.172

---

The following is a DFT calculation (ωB97M-V/def2-TZVPD) of a structure of composition C48H38BrF6IrN5O5P2S3 in a non-equilibrium geometry.

Results
LUMO energy (alpha / beta) = -0.25536 / -0.29844 Ha
frontier orbital gap (alpha / beta) = 4.3110 / 3.0824 eV
total charge = +2
multiplicity = 2
HOMO (alpha / beta) = -11.2597 / -11.2034 eV
expectation value of S² = 0.78

```
109
Properties=species:S:1:pos:R:3:forces:R:3
H 6.8985 0.9333 -6.7063 0.072 0.057 -0.049
F -1.8362 -0.8035 6.2249 0.149 -0.161 -0.277
F 3.4511 -1.1287 2.9428 -0.420 -0.193 -0.024
H -6.6996 -0.1178 1.3144 -0.024 -0.025 0.104
C -1.2791 1.9165 4.0733 0.035 -0.311 -0.072
C -1.1492 2.4477 -4.2321 0.041 0.017 -0.055
C 6.4457 -2.7962 -5.7519 -0.789 0.453 0.887
C -0.8350 0.0682 -4.1569 0.019 -0.054 -0.060
N -1.5074 -4.0187 -1.0584 0.106 -0.518 -0.071
H -1.8585 2.2531 7.8710 -0.024 0.006 0.115
H -3.1051 -4.3361 1.8484 -0.027 0.016 -0.039
H -1.4319 3.3674 -0.2139 0.011 0.054 -0.100
O 1.0201 -2.9276 2.3703 0.008 -0.314 -0.020
H -2.5268 3.8706 2.0143 0.034 -0.140 0.014
F -2.5457 -2.8207 5.9517 0.153 0.043 -0.369
C 3.1931 -1.5267 -2.5467 -1.979 -2.457 2.076
C -4.7435 0.8350 -1.8702 0.130 0.054 0.024
C 2.7648 -2.7655 -1.9997 0.821 1.363 -0.866
C 2.5284 -1.3166 3.8910 0.520 0.295 0.200
O -1.9826 -2.9747 3.1667 -0.076 -0.401 0.065
H -0.5223 -0.8449 -4.6436 0.012 -0.072 0.029
C 2.8718 0.9402 -2.6069 -0.216 0.828 0.116
H -4.2430 0.2041 1.4229 -0.048 -0.017 0.180
H 0.7117 2.7482 -0.7595 -0.068 0.031 0.058
H 1.3764 6.2729 2.3444 -0.008 0.049 -0.015
C 1.6812 2.4604 1.9132 -0.105 -0.076 -0.025
C -1.3275 0.0456 -2.8650 -0.102 0.063 0.054
H 1.3915 -3.7818 -0.7298 -0.049 -0.017 0.095
H 3.3042 -3.6587 -2.2768 0.079 -0.056 -0.057
N -0.1281 -1.5878 4.2064 -0.250 -0.031 -0.156
C -1.6278 2.4297 -2.9325 -0.140 -0.005 0.189
H -1.9376 3.3533 -2.4718 -0.043 0.171 0.047
S -2.9721 -2.1079 0.0072 -0.193 0.074 -0.137
H -6.6331 0.7385 -2.8646 -0.022 0.009 -0.098
H -3.4203 1.7032 3.9458 -0.114 0.082 -0.041
N 4.1641 -1.3665 -3.4138 3.730 3.384 -4.002
C -0.9031 -5.2145 -1.1560 -0.042 0.330 -0.298
F 2.9288 -2.2830 4.6924 -0.416 -0.110 -0.181
C 0.3223 4.4190 2.2379 -0.131 -0.090 0.041
S -1.6241 -1.7252 3.7455 0.046 -0.982 1.186
H 3.5940 5.2418 2.0093 0.080 0.064 -0.014
C -4.7800 0.3561 0.4963 0.074 0.087 -0.079
H -1.0940 3.3815 -4.7714 0.009 0.076 -0.010
H 2.4816 3.0426 -2.4685 -0.063 0.139 0.050
C 1.4445 -0.4035 -1.2086 0.194 -1.152 -0.184
C -0.1925 2.0244 4.9401 -0.050 0.066 -0.188
C 2.2135 2.0563 -2.1275 0.471 -0.658 -0.278
C -2.5735 1.8675 4.5944 0.020 0.034 -0.026
C -0.4079 2.1365 6.3033 -0.031 0.007 0.047
C -6.1119 0.6371 -1.9254 -0.032 -0.012 -0.001
C 1.2126 1.8862 -1.1755 -0.582 0.289 0.365
O -0.1229 -1.7648 -0.0793 -1.926 0.130 1.117
H -3.7878 1.9958 6.3505 -0.026 -0.037 -0.012
C -2.4871 -1.6173 5.4069 -0.191 0.284 0.680
C 5.9418 -0.4350 -5.3901 -0.188 -1.006 0.362
H -3.2037 3.3898 -0.3677 0.069 -0.089 -0.060
H 0.8151 2.0482 4.5500 0.069 0.021 0.008
S 0.9076 -1.6801 3.0384 1.397 -1.100 0.919
H 7.7742 -3.2096 -7.3681 0.066 -0.060 -0.001
Br 8.5451 -0.6292 -8.5883 -0.180 -0.098 0.213
N 0.8266 0.6997 -0.7522 -1.383 -0.214 1.853
C 6.7630 -0.1008 -6.4280 0.399 0.064 -0.535
C -6.8137 0.3071 -0.7777 0.040 -0.010 0.013
C 1.6936 -2.8318 -1.1482 -1.197 0.651 0.783
C 5.7477 -1.7990 -5.0302 1.768 2.536 -2.077
H -0.6394 4.8886 2.3852 -0.061 0.062 0.059
H 5.4235 0.3204 -4.8217 -0.032 0.084 -0.008
O 0.8449 -0.5046 2.1787 -0.402 0.994 -0.875
F 2.4225 -0.1877 4.5856 -0.237 0.018 0.016
H -3.3634 2.3192 1.9043 -0.028 0.070 0.084
Ir -0.8651 -0.0026 0.9292 2.415 1.881 -0.961
C -2.7817 2.0016 5.9546 -0.009 0.080 0.008
C -1.0411 -6.1360 -0.1540 -0.398 -0.016 0.651
H 3.7741 2.7897 1.7015 0.155 -0.025 0.024
C 0.9573 -1.6803 -0.7628 1.716 -0.265 -1.175
H 3.6629 1.0192 -3.3385 0.001 -0.032 0.032
C 7.4203 -1.1056 -7.1453 -0.101 -0.209 0.214
C 2.5151 -0.3226 -2.1322 0.074 -0.878 0.134
H 0.4361 2.2396 6.9676 0.073 -0.017 0.064
C -1.8521 -5.8227 0.9455 0.339 -0.412 -0.514
C -2.4660 2.8608 1.6009 0.318 -0.194 0.155
C -2.3564 2.8696 0.0844 0.139 -0.290 0.008
H -0.5468 -7.0888 -0.2235 0.079 -0.121 -0.061
C 0.4267 3.0355 2.0989 -0.075 -0.415 -0.259
C 1.4632 5.2042 2.2121 -0.103 0.076 -0.012
H -1.4127 -0.8806 -2.3140 0.066 -0.150 0.008
C 2.8136 3.2525 1.8617 0.062 0.049 0.031
P -1.0142 1.9338 2.2794 -0.494 0.829 -0.444
C -2.4827 -4.6040 1.0124 0.035 0.507 -0.260
P -2.3098 1.1183 -0.5231 -0.278 0.380 -0.047
F -3.7262 -1.1519 5.2530 0.206 -0.146 -0.412
C -6.1477 0.1585 0.4293 -0.069 -0.021 0.101
H -0.3321 -5.4104 -2.0518 0.040 0.135 -0.012
C 2.7090 4.6250 2.0252 -0.011 -0.093 -0.033
H -4.1987 1.0813 -2.7692 0.019 0.041 -0.074
H 1.7617 1.3898 1.8121 0.144 0.003 -0.032
C -1.7182 1.2279 -2.2383 0.103 -0.333 0.188
H -0.3466 1.2971 -5.8447 0.012 -0.025 -0.091
N 4.8966 -2.1465 -4.0745 -3.461 -3.796 3.784
C -1.6984 2.1426 6.8102 0.080 0.064 -0.102
H -1.9916 -6.5453 1.7327 0.003 -0.093 0.117
H 6.3216 -3.8299 -5.4732 -0.098 -0.126 0.070
C 7.2613 -2.4513 -6.7974 0.399 0.611 -0.591
C -4.0767 0.7133 -0.6533 0.304 -0.138 0.169
H -1.3759 -3.3279 -1.7898 0.056 -0.018 0.090
H -7.8802 0.1561 -0.8265 -0.122 -0.024 0.010
C -0.7384 1.2727 -4.8393 -0.025 0.031 0.031
C -2.2692 -3.6562 0.0003 -0.109 -0.492 0.299
O -2.0817 -0.5681 2.9931 -0.216 1.052 -1.800
```
Forces are in eV/Å.

Löwdin atomic charge list, values in e, 5 entries:
1 H 0.104
2 F 0.164
3 F 0.156
4 H 0.117
5 C -0.336

---

The records above yield M values of 788.6, 270.2, 74.1, 1309.1 g/mol, respectively.